(1)
The molecule C4H6N2O, computed with ωB97M-V/def2-TZVPD.

Last column: Mulliken charge in e.
Cartesian coordinates (Å):
C  -1.614  0.518  -0.197  -0.739
C  0.110  -0.821  0.351  0.553
H  2.557  0.270  0.115  0.274
H  0.391  -2.682  0.680  0.317
O  0.932  -1.889  0.606  -0.541
H  -1.905  -1.659  -0.152  0.342
N  1.857  0.985  -0.054  -0.663
H  1.820  1.087  -1.068  0.257
H  -0.419  2.278  -0.041  0.218
H  -2.540  0.971  -0.512  0.400
N  -0.493  1.274  -0.013  -0.034
C  -1.274  -0.798  0.023  -0.445
C  0.578  0.466  0.263  0.059

Summary:
Highest occupied orbital energy in eV: -7.4
2S+1: 1
Lowest unoccupied orbital energy in eV: 0.9
Relative energy (zero: lowest compared OMol25 entry of this formula, charge and spin) in kJ/mol: 124.7
SMILES: Nc1[nH]ccc1O
Strongest force on any atom in eV Å⁻¹: 0.458
Orbital gap in eV: 8.27

=====

(2)
The molecule C4H6N2O, computed with ωB97M-V/def2-TZVPD.

Last column: Mulliken charge in e.
Cartesian coordinates (Å):
H  1.758  -0.474  0.655  0.258
N  0.543  1.050  -0.917  -0.566
C  -0.769  0.405  -0.575  0.003
C  -0.714  -1.057  -1.039  -0.197
O  -0.020  -1.438  0.902  -0.228
H  1.196  -0.464  2.165  0.418
H  -1.446  -1.487  -1.852  0.276
N  -0.351  -1.912  -0.237  -0.291
H  0.456  1.946  -1.170  0.216
H  0.095  1.909  1.186  0.279
C  0.795  -0.254  1.175  -0.580
H  -1.812  0.887  -0.840  0.337
C  0.269  0.889  0.546  0.076

Summary:
Highest occupied orbital energy in eV: -9.2
2S+1: 1
Lowest unoccupied orbital energy in eV: 0.9
Relative energy (zero: lowest compared OMol25 entry of this formula, charge and spin) in kJ/mol: 617.3
SMILES: C1=NOC[C@H]2N[C@@H]12
Strongest force on any atom in eV Å⁻¹: 6.857
Orbital gap in eV: 10.14

=====

(3)
The molecule C4H6N2O, computed with ωB97M-V/def2-TZVPD.

Last column: Mulliken charge in e.
Cartesian coordinates (Å):
N  1.017  0.287  1.790  -0.674
O  0.134  -0.839  -1.198  -0.403
H  -2.260  0.389  -1.130  0.313
C  1.352  -0.519  -0.640  0.504
H  -2.246  0.900  0.562  0.349
C  -0.629  -0.446  -0.021  0.264
N  2.468  -0.637  -1.196  -0.722
H  -1.082  1.601  -0.587  0.295
C  0.692  -0.111  0.643  0.389
H  3.210  -0.331  -0.570  0.253
H  -1.147  -1.311  0.419  0.288
H  0.097  0.332  2.232  0.279
C  -1.606  0.683  -0.304  -1.134

Summary:
Highest occupied orbital energy in eV: -10.4
2S+1: 1
Lowest unoccupied orbital energy in eV: 0.2
Relative energy (zero: lowest compared OMol25 entry of this formula, charge and spin) in kJ/mol: 199.2
SMILES: [H]/N=C1/O[C@H](C)/C1=N\[H]
Strongest force on any atom in eV Å⁻¹: 0.984
Orbital gap in eV: 10.61